Entry 1:
This record from OMol25 describes one molecule with the formula C25H24O5S. The level of theory is ωB97M-V/def2-TZVPD.

Each line ends with the natural charge from an NBO analysis.
Element x y z (Å)
C  -5.35  -3.22  -0.90  -0.378
C  -4.68  -2.43  -0.09  -0.194
C  -4.02  -1.16  -0.51  -0.139
O  -2.68  -1.11  0.00  -0.487
C  -1.68  -1.17  -0.87  0.766
O  -1.81  -1.20  -2.07  -0.606
C  -0.36  -1.20  -0.19  0.188
C  0.75  -1.51  -0.87  -0.208
C  2.09  -1.61  -0.23  -0.272
C  2.99  -0.48  -0.65  -0.055
C  2.59  0.61  -1.35  -0.363
S  3.84  1.76  -1.66  0.393
C  4.99  0.75  -0.83  -0.197
C  6.34  1.02  -0.66  -0.213
C  7.11  0.08  0.01  -0.214
C  6.54  -1.10  0.48  -0.220
C  5.20  -1.36  0.30  -0.214
C  4.39  -0.43  -0.35  -0.012
C  1.92  -1.65  1.30  -0.430
C  0.85  -0.65  1.74  0.382
O  1.31  0.63  1.45  -0.537
C  0.51  1.69  1.96  -0.082
C  -0.77  1.88  1.18  -0.071
C  -0.71  2.17  -0.17  -0.155
C  -1.87  2.31  -0.92  -0.216
C  -3.11  2.19  -0.31  -0.072
C  -4.36  2.37  -1.12  -0.079
O  -5.48  1.80  -0.46  -0.726
C  -3.17  1.91  1.05  -0.161
C  -2.01  1.75  1.79  -0.196
O  -0.40  -0.93  1.15  -0.501
H  -5.83  -4.12  -0.55  0.199
H  -5.46  -3.00  -1.95  0.192
H  -4.57  -2.66  0.96  0.202
H  -3.98  -1.08  -1.61  0.213
H  -4.54  -0.30  -0.09  0.226
H  0.66  -1.69  -1.93  0.243
H  2.57  -2.54  -0.55  0.231
H  1.60  0.81  -1.72  0.241
H  6.77  1.93  -1.03  0.219
H  8.16  0.27  0.16  0.214
H  7.16  -1.82  0.98  0.213
H  4.77  -2.28  0.66  0.209
H  1.59  -2.64  1.61  0.220
H  2.85  -1.40  1.81  0.231
H  0.65  -0.74  2.82  0.164
H  0.29  1.51  3.02  0.173
H  1.14  2.58  1.86  0.205
H  0.25  2.28  -0.64  0.204
H  -1.81  2.51  -1.98  0.212
H  -4.53  3.45  -1.28  0.175
H  -4.22  1.91  -2.11  0.174
H  -6.27  1.96  -0.99  0.478
H  -4.14  1.82  1.52  0.221
H  -2.08  1.52  2.84  0.208

* charge: 0
* energy relative to the best compared isomer or geometry (same formula, charge and spin): 16.7 kJ/mol
* E_HOMO: -0.2961 Ha
* structure (SMILES): C=CCOC(=O)C1=C[C@@H](c2csc3ccccc23)C[C@@H](OCc2ccc(CO)cc2)O1

Entry 2:
This record from OMol25 describes C25H25CaN8O as an isolated structure in a non-equilibrium geometry. The level of theory is ωB97M-V/def2-TZVPD.

Each line ends with the natural charge from an NBO analysis.
Element x y z (Å)
Ca  2.51  4.03  14.25  1.804
C  -1.22  7.39  19.53  -0.637
C  -0.33  7.08  18.39  -0.035
C  0.39  8.03  17.67  -0.177
C  1.12  7.77  16.54  -0.256
C  1.33  6.46  16.06  0.251
N  2.02  6.26  14.87  -0.876
C  1.34  6.67  13.74  0.118
C  -0.03  6.95  13.61  -0.210
C  -0.71  7.27  12.50  -0.190
C  -0.03  7.26  11.26  -0.049
C  -0.79  7.43  9.99  -0.629
C  1.32  7.07  11.28  -0.192
C  2.01  6.80  12.51  0.033
N  3.38  6.56  12.41  -0.164
C  4.29  7.43  12.07  0.019
C  5.53  6.81  12.01  -0.350
C  5.23  5.50  12.27  -0.027
N  3.93  5.33  12.57  -0.429
C  0.61  5.44  16.79  0.040
C  -0.17  5.78  17.93  -0.204
N  0.42  4.03  16.44  -0.168
C  0.38  2.97  17.23  -0.025
C  -0.06  1.90  16.44  -0.327
C  0.00  2.43  15.15  -0.049
N  0.19  3.78  15.14  -0.381
H  -1.39  8.52  19.57  0.228
H  -0.85  7.17  20.53  0.229
H  -2.17  6.78  19.43  0.227
H  0.19  9.11  17.84  0.215
H  1.44  8.56  15.97  0.219
H  -0.64  6.89  14.50  0.207
H  -1.81  7.42  12.61  0.224
H  -0.46  8.30  9.43  0.225
H  -1.87  7.36  10.10  0.224
H  -0.53  6.60  9.35  0.218
H  1.88  7.10  10.40  0.215
H  4.10  8.53  11.95  0.242
H  6.53  7.20  11.88  0.246
H  6.03  4.75  12.29  0.222
H  -0.76  4.96  18.39  0.210
H  0.57  3.09  18.24  0.230
H  -0.17  0.85  16.73  0.245
H  -0.22  1.91  14.20  0.226
C  3.26  0.47  17.72  -0.392
N  3.67  1.89  17.57  -0.398
C  4.26  2.56  18.65  0.115
C  4.63  3.87  18.62  -0.339
C  4.33  4.56  17.38  0.490
N  3.81  3.93  16.33  -0.679
C  3.42  2.57  16.40  0.771
O  2.96  2.05  15.36  -0.750
N  4.76  5.82  17.11  -0.731
H  2.17  0.36  17.67  0.225
H  3.69  0.13  18.64  0.216
H  3.65  -0.06  16.90  0.232
H  4.55  1.88  19.43  0.230
H  5.16  4.35  19.37  0.245
H  5.06  6.37  17.90  0.399
H  4.32  6.31  16.39  0.426

* charge: +1
* energy relative to the best compared isomer or geometry (same formula, charge and spin): 41.3 kJ/mol
* E_HOMO: -0.3486 Ha

Entry 3:
This record from OMol25 describes C25H25Cl3CuFN4O4S2 as an isolated structure. The level of theory is ωB97M-V/def2-TZVPD.

Each line ends with the natural charge from an NBO analysis.
Element x y z (Å)
Cu  -0.26  -0.24  -0.44  0.853
Cl  3.25  4.33  4.29  -0.065
C  2.20  3.19  3.46  -0.104
C  2.61  2.62  2.27  -0.243
C  1.77  1.71  1.64  -0.148
Cl  2.30  0.99  0.14  0.009
C  0.50  1.34  2.13  0.412
O  -0.30  0.55  1.54  -0.852
C  0.16  1.97  3.36  -0.128
Cl  -1.39  1.59  4.06  -0.018
C  0.98  2.87  4.02  -0.257
H  3.57  2.85  1.84  0.229
H  0.66  3.30  4.96  0.227
C  -3.46  5.14  2.54  -0.625
C  -3.72  5.22  1.05  -0.203
N  -2.86  4.33  0.28  -0.389
C  -3.28  3.05  0.06  0.112
C  -2.57  2.06  -0.51  -0.284
C  -3.21  0.66  -0.48  0.776
O  -4.40  0.61  -0.14  -0.752
O  -2.46  -0.30  -0.77  -0.799
C  -1.25  2.36  -1.01  0.522
O  -0.45  1.59  -1.55  -0.653
C  -0.78  3.74  -0.73  -0.151
C  0.54  4.05  -1.07  -0.183
C  1.06  5.26  -0.72  0.311
F  2.33  5.57  -1.09  -0.334
C  0.33  6.18  0.04  0.157
C  -0.98  5.88  0.36  -0.313
C  -1.56  4.67  -0.04  0.264
N  0.90  7.37  0.56  -0.495
C  0.44  8.66  0.09  -0.239
C  0.32  9.57  1.32  -0.221
N  1.23  9.00  2.39  -0.496
C  2.55  8.62  1.80  -0.234
C  2.32  7.40  0.89  -0.236
H  -4.14  5.80  3.09  0.212
H  -2.44  5.41  2.79  0.203
H  -3.62  4.12  2.90  0.237
H  -3.60  6.24  0.67  0.190
H  -4.75  4.94  0.83  0.221
H  -4.28  2.81  0.41  0.249
H  1.12  3.31  -1.60  0.277
H  -1.53  6.58  0.98  0.207
H  -0.54  8.55  -0.38  0.249
H  1.12  9.09  -0.66  0.194
H  -0.68  9.58  1.74  0.226
H  0.65  10.60  1.13  0.222
H  0.78  8.14  2.72  0.453
H  1.33  9.64  3.17  0.436
H  3.24  8.40  2.61  0.245
H  2.91  9.49  1.25  0.216
H  2.57  6.48  1.41  0.246
H  2.97  7.49  0.02  0.217
S  0.26  -2.61  -0.24  -0.290
C  -1.31  -2.68  0.39  -0.014
N  -1.75  -2.05  1.46  -0.576
C  -3.19  -1.98  1.67  -0.229
C  -3.86  -2.91  0.66  -0.546
S  -2.55  -3.61  -0.38  0.334
H  -1.16  -1.32  1.86  0.455
H  -3.52  -0.95  1.49  0.249
H  -3.42  -2.25  2.70  0.193
H  -4.54  -2.35  0.03  0.254
H  -4.40  -3.72  1.15  0.214

* charge: 0
* energy relative to the best compared isomer or geometry (same formula, charge and spin): 4.7 kJ/mol
* E_HOMO: -0.2297 Ha

Entry 4:
This record from OMol25 describes a 2-piece molecular cluster, C25H25F5NO9PS overall in a non-equilibrium geometry. The level of theory is ωB97M-V/def2-TZVPD.

Each line ends with the natural charge from an NBO analysis.
Element x y z (Å)
N  -1.43  -4.44  0.48  -1.168
P  -0.68  -3.46  1.71  1.213
O  -1.78  -3.58  2.94  -0.976
C  -1.00  -1.73  1.13  -0.368
C  -2.30  -1.21  0.88  0.054
C  -3.51  -2.09  0.99  -0.457
C  -4.17  -2.46  -0.38  -0.413
C  -3.25  -2.33  -1.56  -0.053
O  -3.85  -2.99  -2.68  -0.723
C  -2.45  0.13  0.49  0.002
C  -3.78  0.79  0.17  -0.455
C  -4.85  0.75  1.25  -0.059
O  -5.66  1.90  1.03  -0.722
C  -1.32  0.93  0.34  -0.140
C  -0.05  0.43  0.56  -0.160
C  0.12  -0.90  0.96  -0.022
C  1.55  -1.32  1.17  0.514
O  1.96  -2.03  2.05  -0.470
C  2.49  -0.75  0.15  -0.051
C  3.52  -1.51  -0.38  -0.153
C  4.32  -0.92  -1.36  -0.344
S  5.60  -1.89  -2.09  2.122
O  6.21  -2.77  -1.15  -0.897
O  6.45  -1.02  -2.86  -0.905
C  4.69  -2.89  -3.39  0.373
F  3.62  -2.16  -3.76  -0.306
F  5.47  -3.02  -4.45  -0.280
C  4.21  -4.29  -2.93  0.918
F  5.17  -5.17  -3.05  -0.285
F  3.20  -4.66  -3.73  -0.308
F  3.76  -4.26  -1.68  -0.305
C  4.13  0.39  -1.78  -0.151
C  3.11  1.16  -1.23  -0.165
C  2.29  0.57  -0.27  -0.099
C  1.15  1.28  0.36  0.563
O  1.20  2.43  0.70  -0.513
H  -1.17  -4.15  -0.46  0.380
H  -1.04  -5.36  0.59  0.381
H  -1.76  -4.50  3.24  0.493
H  -4.25  -1.66  1.64  0.222
H  -3.22  -3.02  1.46  0.257
H  -4.52  -3.48  -0.33  0.231
H  -5.02  -1.79  -0.54  0.201
H  -2.28  -2.77  -1.38  0.149
H  -3.08  -1.28  -1.83  0.160
H  -3.14  -3.27  -3.26  0.467
H  -4.15  0.40  -0.78  0.225
H  -3.58  1.85  -0.01  0.234
H  -4.42  0.74  2.25  0.169
H  -5.49  -0.12  1.10  0.165
H  -6.49  1.80  1.51  0.472
H  -1.41  1.95  0.03  0.228
H  3.65  -2.52  -0.03  0.261
H  4.78  0.79  -2.55  0.256
H  2.94  2.18  -1.54  0.241
O  -0.17  8.76  1.09  -0.563
C  0.21  7.66  1.36  0.788
C  0.93  7.22  2.62  -0.529
C  1.50  5.86  2.22  -0.428
C  0.49  5.39  1.18  -0.071
O  0.02  6.60  0.55  -0.493
H  0.20  7.14  3.43  0.235
H  1.70  7.93  2.90  0.241
H  1.61  5.16  3.05  0.223
H  2.48  5.99  1.76  0.208
H  -0.36  4.88  1.63  0.176
H  0.93  4.75  0.43  0.211

* charge: 0
* E_HOMO: -0.3154 Ha
* structure (SMILES): NP(O)c1c(CCCO)c(CCO)cc2c1C(=O)c1cc(S(=O)(=O)C(F)(F)C(F)(F)F)ccc1C2=O.O=C1CCCO1

HOMO-LUMO gap per entry: 8.72, 6.60, 4.71, 7.18 eV